Record 1
Molecular formula: C5H14N2
Method: DFT, ωB97M-V with the def2-TZVPD basis set

The value obtained for the LUMO energy (alpha / beta) is -2.733 / -7.795 eV. The net charge is +1. The HOMO-LUMO gap (alpha / beta) comes out at 11.4525 / 6.3722 eV. Its total energy is -8381.6899 eV. Its largest force on an atom is 6.0 eV/Å. As for the molecular weight: 102.18 g mol⁻¹. The multiplicity is 2. The value obtained for the HOMO energy (alpha / beta) is -14.2 / -14.2 eV.

Each line ends with the Löwdin charge.
Positions of all 21 atoms, in Å:
N: -0.75 -1.76 -1.39  0.0269
C: -0.42 -0.28 -1.38  -0.3986
C: 0.85 0.41 -1.92  -0.0569
C: -0.93 0.20 0.00  -0.1509
N: 0.09 0.71 0.92  -0.0120
C: -0.55 1.31 2.14  -0.0148
C: 1.01 -0.47 1.43  0.0250
H: 0.19 -2.19 -1.28  0.0726
H: -0.83 -2.18 -2.37  0.1143
H: -1.19 0.03 -2.04  0.1138
H: 1.76 -0.18 -1.75  0.0640
H: 1.15 1.44 -1.67  0.0867
H: 0.89 0.34 -3.06  0.1091
H: -1.61 -0.48 0.61  0.1822
H: -1.56 1.08 -0.19  0.1366
H: -1.64 1.48 1.87  0.1191
H: -0.51 0.52 2.94  0.1157
H: 0.08 2.16 2.65  0.1549
H: 1.67 -0.67 0.54  0.0991
H: 0.55 -1.38 1.80  0.1156
H: 1.74 -0.09 2.14  0.0976

=====

Record 2
Molecular formula: C19H56N8O9
Method: DFT, ωB97M-V with the def2-TZVPD basis set

The value obtained for the LUMO energy is -0.440 eV. The net charge is 0. The HOMO-LUMO gap comes out at 8.4594 eV. Its total energy is -50951.4698 eV. Its largest force on an atom is 10.9 eV/Å. As for the molecular weight: 540.70 g mol⁻¹. The multiplicity is 1. The SMILES is NC(N)=O.NC(N)=O.NC(N)=O.NC(N)=O.CC(C)O.CC(C)O.CC(C)O.CC(C)O.CC(C)O. The value obtained for the HOMO energy is -8.9 eV.

Each line ends with the Löwdin charge.
Positions of all 92 atoms, in Å:
C: -1.69 -2.03 2.13  -0.6541
O: -2.43 -2.77 1.25  -0.1101
N: -0.41 -2.34 2.31  0.1140
N: -2.18 -1.06 2.77  0.1547
H: -0.09 -2.27 3.30  0.1455
H: 0.03 -3.15 1.72  0.1694
H: -3.24 -0.96 2.70  0.1785
H: -1.59 -0.41 3.33  0.0632
C: -1.69 2.31 1.07  -0.6281
O: -2.27 3.57 1.05  -0.1234
N: -2.36 1.27 1.39  0.2064
N: -0.42 2.14 0.96  0.1375
H: -3.35 1.25 1.62  0.1363
H: -1.93 0.41 1.58  0.0361
H: 0.09 2.96 0.74  0.0985
H: 0.10 1.33 1.48  0.0921
C: 3.93 1.56 -4.00  -0.5669
O: 4.61 2.22 -5.07  -0.1570
N: 4.60 0.99 -3.02  0.1190
N: 2.64 1.62 -3.70  0.1672
H: 5.63 1.04 -3.14  0.1322
H: 4.34 0.36 -2.23  0.1100
H: 2.21 2.22 -4.38  0.1074
H: 2.10 1.22 -2.94  0.0806
C: 0.74 0.61 3.55  -0.5549
O: -0.40 0.29 4.25  -0.1073
N: 0.88 0.11 2.33  0.1150
N: 1.72 1.31 4.02  0.2079
H: 0.38 -0.74 1.99  0.0764
H: 1.79 0.38 1.93  0.0788
H: 1.55 1.63 4.95  0.1323
H: 2.64 1.55 3.52  0.1166
C: -0.78 -1.76 -0.98  -0.0009
C: 0.31 -0.74 -0.99  -0.6800
C: 1.31 -0.98 -1.97  -0.0349
O: -0.06 0.43 -1.13  0.0307
H: -0.54 -2.63 -0.45  0.0571
H: -0.88 -2.06 -2.03  0.1088
H: -1.73 -1.36 -0.65  0.0669
H: 0.79 -0.67 0.04  0.1253
H: 1.04 -1.11 -2.97  0.0893
H: 1.88 -1.92 -1.60  0.1271
H: 2.13 -0.27 -1.85  0.0371
H: -0.20 0.80 -0.32  0.0077
C: -1.80 2.54 -3.48  -0.0150
C: -2.64 1.57 -2.63  -0.6559
C: -4.12 1.91 -2.70  -0.0121
O: -2.52 0.34 -2.74  0.0328
H: -2.20 2.59 -4.41  0.0264
H: -0.77 2.07 -3.58  0.0961
H: -1.92 3.53 -3.11  0.0776
H: -2.27 1.90 -1.73  0.0861
H: -4.72 1.38 -1.97  0.0460
H: -4.40 1.67 -3.72  0.0795
H: -4.42 2.99 -2.49  0.1105
H: -1.65 0.09 -2.34  0.0873
C: 3.08 1.52 0.03  -0.0297
C: 3.69 2.01 1.30  -0.6461
C: 2.90 3.18 1.89  -0.0154
O: 3.74 1.11 2.15  -0.0200
H: 3.58 1.93 -0.84  0.0757
H: 1.98 1.77 -0.09  0.1036
H: 3.21 0.51 -0.24  0.0404
H: 4.70 2.32 1.09  0.1475
H: 1.89 2.87 2.08  0.0505
H: 3.08 4.05 1.25  0.1033
H: 3.44 3.50 2.83  0.1159
H: 4.46 0.57 1.79  0.1614
C: -5.65 -2.47 -0.52  -0.0165
C: -5.42 -0.97 -0.64  -0.6261
C: -6.69 -0.10 -0.34  -0.0143
O: -4.46 -0.51 0.01  -0.0146
H: -6.30 -2.81 -1.32  0.0805
H: -6.28 -2.61 0.38  0.0889
H: -4.74 -2.97 -0.46  0.0466
H: -5.19 -0.81 -1.67  0.1127
H: -7.47 -0.28 -0.98  0.0444
H: -6.38 0.98 -0.39  0.0882
H: -7.14 -0.16 0.62  0.0574
H: -3.66 -1.01 -0.27  0.0939
C: 2.80 -2.11 1.31  -0.0117
C: 3.69 -3.28 1.63  -0.6152
C: 4.05 -4.09 0.42  -0.0395
O: 4.77 -2.88 2.14  0.0007
H: 2.84 -1.31 1.98  0.0519
H: 1.85 -2.54 1.34  0.0415
H: 2.96 -1.75 0.38  0.0354
H: 3.40 -3.94 2.44  0.1440
H: 3.24 -4.21 -0.24  0.0549
H: 4.33 -5.22 0.58  0.1194
H: 4.90 -3.63 -0.07  0.0850
H: 5.07 -3.55 2.78  0.1382

=====

Record 3
Molecular formula: C8H15NSi
Method: DFT, ωB97M-V with the def2-TZVPD basis set

The value obtained for the LUMO energy (alpha / beta) is 0.285 / 0.642 eV. The net charge is 0. The HOMO-LUMO gap (alpha / beta) comes out at 8.0830 / 9.4485 eV. Its total energy is -17902.9757 eV. Its largest force on an atom is 3.2 eV/Å. As for the molecular weight: 153.30 g mol⁻¹. The multiplicity is 1. The value obtained for the HOMO energy (alpha / beta) is -7.8 / -8.8 eV.

Each line ends with the Löwdin charge.
Positions of all 25 atoms, in Å:
C: -1.57 1.98 -2.29  -0.1280
C: -2.09 0.79 -1.98  -0.0823
C: -0.54 2.69 -1.47  -0.3218
C: -1.53 -0.16 -0.86  -0.2476
C: -0.01 -0.19 -0.67  -0.1460
C: 0.31 0.15 2.44  -0.1706
C: 2.67 -0.52 0.59  -0.2092
C: 0.20 -2.65 0.99  -0.1693
N: 0.39 2.29 -0.73  0.1457
Si: 0.84 -0.89 0.93  0.5024
H: -2.16 2.73 -2.87  0.1035
H: -2.86 0.35 -2.62  0.0991
H: -0.47 3.88 -1.64  0.1329
H: -1.92 0.08 0.14  0.1010
H: -1.85 -1.16 -1.15  0.0938
H: 0.48 -0.37 -1.61  0.0521
H: 0.51 1.21 2.36  0.0265
H: -0.79 -0.05 2.40  0.0335
H: 0.75 -0.17 3.33  -0.0040
H: 3.06 0.58 0.64  0.0724
H: 3.18 -0.97 1.41  -0.0088
H: 3.07 -0.97 -0.35  0.0345
H: 0.73 -3.10 1.86  0.0501
H: -0.89 -2.47 1.08  0.0435
H: 0.49 -3.05 0.07  -0.0034

=====

Record 4
Molecular formula: C23H37NO3
Method: DFT, ωB97M-V with the def2-TZVPD basis set

The value obtained for the LUMO energy is 0.602 eV. The net charge is 0. The HOMO-LUMO gap comes out at 8.2653 eV. Its total energy is -32061.4421 eV. Its largest force on an atom is 18.5 eV/Å. As for the molecular weight: 375.55 g mol⁻¹. The multiplicity is 1. The value obtained for the HOMO energy is -7.7 eV.

Each line ends with the Löwdin charge.
Positions of all 64 atoms, in Å:
C: 2.01 -3.24 0.91  -0.0529
C: 0.65 -2.99 0.60  -0.3228
C: -0.12 -3.81 -0.12  -0.0192
C: -1.58 -3.71 -0.29  -0.0600
C: -2.23 -2.73 0.09  -0.1931
C: -1.52 -1.70 0.97  -0.1181
C: -0.20 -1.97 1.27  0.0524
H: 0.46 -1.10 1.52  0.1118
N: -2.13 -0.44 1.35  0.1460
C: -1.48 0.72 1.60  -0.4090
O: -0.41 1.22 1.38  0.0664
C: -2.57 1.91 2.07  -0.1255
C: -2.45 2.90 1.18  -0.3202
C: -3.50 3.13 0.21  -0.1342
C: -3.42 1.85 -0.93  -0.1477
C: -2.16 1.81 -1.45  -0.2238
C: -1.96 0.47 -2.44  -0.1131
C: -0.67 0.48 -3.10  -0.2277
C: 0.56 0.13 -2.30  -0.2948
C: 1.82 0.30 -2.70  -0.3528
C: 2.93 -0.32 -2.03  -0.0962
C: 2.84 0.36 -0.37  -0.3049
C: 4.19 -0.04 0.34  -0.3330
H: 4.19 -1.19 0.56  0.1538
O: 4.12 0.53 1.35  -0.0758
C: 4.10 1.79 1.56  -0.1404
H: 3.91 1.90 2.60  0.1390
C: 2.86 2.37 0.68  -0.0408
H: 2.73 3.26 0.72  0.0207
O: 2.96 1.64 -0.52  -0.0594
H: 1.90 1.98 1.13  0.1363
H: 4.91 2.17 1.02  0.1178
H: 5.13 0.26 -0.20  0.1516
H: 2.05 -0.22 -0.01  0.1053
H: 2.84 -1.46 -1.87  0.1300
H: 3.97 0.12 -2.37  0.1474
H: 1.94 -0.19 -3.98  0.2139
H: 2.01 1.35 -2.65  0.1147
H: 0.36 0.59 -1.27  0.1409
H: 0.19 -0.91 -1.95  0.1590
H: -0.27 1.44 -3.40  0.1314
H: -0.84 -0.07 -3.80  0.0179
H: -2.26 -0.33 -1.89  0.0503
H: -2.83 0.55 -3.23  0.1524
H: -1.36 1.88 -0.95  0.0044
H: -1.85 2.69 -2.18  0.1691
H: -3.44 0.82 -0.21  0.1612
H: -4.10 1.78 -1.47  -0.0102
H: -4.49 3.11 0.53  0.0804
H: -3.58 4.04 -0.34  0.1015
H: -2.66 3.99 1.87  0.1923
H: -1.45 3.26 0.82  0.1419
H: -3.28 1.49 2.19  -0.0417
H: -2.01 2.00 3.25  0.2182
H: -2.95 -0.61 1.72  0.0694
C: -3.69 -2.25 0.27  -0.0143
H: -4.27 -2.40 0.95  -0.0324
H: -4.02 -1.40 -0.40  0.0963
H: -4.12 -3.05 -0.52  0.1355
H: -2.08 -4.42 -0.50  0.0218
H: 0.24 -4.87 -0.58  0.1616
H: 2.53 -3.29 -0.04  0.0906
H: 2.45 -2.45 1.37  0.0356
H: 1.96 -4.23 1.43  0.1253

=====

Record 5
Molecular formula: C3H6AsClN4RhS5
Method: DFT, ωB97M-V with the def2-TZVPD basis set

The value obtained for the LUMO energy (alpha / beta) is 2.336 / 1.601 eV. The net charge is -1. The HOMO-LUMO gap (alpha / beta) comes out at 6.3023 / 6.2447 eV. Its total energy is -139716.2467 eV. Its largest force on an atom is 0.1 eV/Å. As for the molecular weight: 471.72 g mol⁻¹. The multiplicity is 5. The value obtained for the HOMO energy (alpha / beta) is -4.0 / -4.6 eV.

Each line ends with the Löwdin charge.
Positions of all 21 atoms, in Å:
Rh: -0.03 0.25 -1.29  -0.0163
S: -0.04 3.52 2.06  -0.1597
As: -1.46 2.77 0.64  -0.2611
S: -0.20 2.35 -1.74  -0.0312
S: -1.16 0.50 0.58  -0.0538
S: -2.92 3.08 2.23  -0.1751
C: 1.08 -4.06 1.53  -0.0053
C: 0.04 -3.89 0.49  -0.3429
N: -0.94 -4.70 0.26  0.1121
N: -1.63 -4.11 -0.77  0.0187
C: -1.11 -2.93 -1.18  -0.8140
S: -1.61 -1.89 -2.36  0.5995
N: -0.02 -2.81 -0.36  -0.0858
N: 0.82 -1.70 -0.41  -0.0366
H: 0.92 -5.01 2.03  0.0830
H: 1.02 -3.26 2.27  0.0883
H: 2.08 -4.04 1.09  0.0854
H: -2.47 -4.52 -1.13  0.1454
H: 1.61 -1.84 -1.04  0.0337
H: 1.09 -1.41 0.52  0.0875
Cl: 1.74 -0.19 -2.87  -0.2719

=====

Record 6
Molecular formula: H16O8
Method: DFT, ωB97M-V with the def2-TZVPD basis set

The value obtained for the LUMO energy is 0.190 eV. The net charge is 0. The HOMO-LUMO gap comes out at 11.3724 eV. Its total energy is -16639.1917 eV. Its largest force on an atom is 0.3 eV/Å. As for the molecular weight: 144.12 g mol⁻¹. The multiplicity is 1. The SMILES is O.O.O.O.O.O.O.O. The value obtained for the HOMO energy is -11.2 eV.

Each line ends with the Löwdin charge.
Positions of all 24 atoms, in Å:
O: 11.38 11.50 -8.64  -0.0559
H: 12.33 11.61 -8.72  0.0277
H: 11.01 12.31 -8.99  0.0282
O: 2.34 9.90 -5.82  -0.0524
H: 2.33 9.79 -6.77  0.0236
H: 3.26 10.07 -5.61  0.0248
O: 3.06 8.84 -10.11  -0.0531
H: 3.94 8.64 -9.80  0.0241
H: 2.82 8.08 -10.64  0.0293
O: 10.11 6.01 -11.75  -0.0547
H: 11.00 6.28 -11.51  0.0282
H: 10.05 6.17 -12.69  0.0291
O: 4.00 3.60 -7.30  -0.0552
H: 4.08 3.52 -6.35  0.0287
H: 4.13 4.53 -7.48  0.0260
O: 6.95 10.74 -4.84  -0.0539
H: 7.30 10.11 -4.21  0.0280
H: 7.72 11.23 -5.14  0.0278
O: 7.05 7.34 -8.36  -0.0541
H: 7.61 7.91 -7.82  0.0283
H: 7.66 6.77 -8.82  0.0267
O: 8.84 1.79 -9.73  -0.0533
H: 9.09 2.63 -10.12  0.0232
H: 7.91 1.89 -9.52  0.0287